No. 1
Below is an isolated molecule of C6H10O, with properties calculated with wB97M-V/def2-TZVPD.

The value obtained for the gap between HOMO and LUMO (spin up / spin down) is 0.3010 / 0.2897 hartree. The calculation puts the molar mass at 98.14 g/mol. The highest occupied orbital energy (spin up / spin down) comes out at -7.85 / -7.70 eV. As for the net charge: 0.

Positions of all 17 atoms, in Å:
C1 0.56 1.92 0.34
C2 1.20 0.55 0.39
C3 0.50 -0.58 1.03
C4 0.77 -0.60 -0.48
C5 -0.54 -0.58 -1.22
C6 -1.42 -0.88 -0.07
O1 -1.38 -2.10 0.45
H1 0.66 2.40 1.32
H2 -0.52 1.84 0.14
H3 0.98 2.61 -0.41
H4 2.29 0.57 0.51
H5 -0.43 -2.15 0.91
H6 -0.48 -0.38 1.50
H7 1.56 -1.26 -0.83
H8 -0.62 -1.42 -1.92
H9 -0.79 0.34 -1.74
H10 -2.32 -0.27 0.09

Atom-resolved charges from natural (NBO), all expressed in e: atom 1 (C): -0.609, atom 2 (C): -0.270, atom 3 (C): -0.417, atom 4 (C): -0.236, atom 5 (C): -0.508, atom 6 (C): 0.296, atom 7 (O): -0.706, atom 8 (H): 0.218, atom 9 (H): 0.200, atom 10 (H): 0.212, atom 11 (H): 0.232, atom 12 (H): 0.495, atom 13 (H): 0.231, atom 14 (H): 0.218, atom 15 (H): 0.240, atom 16 (H): 0.221, atom 17 (H): 0.184



No. 2
Below is an isolated molecule of C3H6N4, with properties calculated with wB97M-V/def2-TZVPD.

The value obtained for the gap between HOMO and LUMO is 0.3534 hartree. The calculation puts the molar mass at 98.11 g/mol. The highest occupied orbital energy comes out at -8.98 eV. As for the net charge: 0.

Positions of all 13 atoms, in Å:
H1 -0.03 -2.33 0.73
N1 -0.56 -2.01 -0.20
C1 -0.58 -0.79 -0.44
N2 -0.63 -0.14 -1.58
N3 -0.11 1.16 -1.56
C2 0.36 1.43 -0.36
C3 -0.20 0.38 0.55
N4 0.79 0.18 1.57
H2 -0.88 -0.46 -2.52
H3 0.69 2.50 -0.24
H4 -1.23 0.77 0.90
H5 1.80 0.18 1.19
H6 0.57 -0.87 1.97

Atom-resolved charges from natural (NBO), all expressed in e: atom 1 (H): 0.348, atom 2 (N): -0.710, atom 3 (C): 0.418, atom 4 (N): -0.451, atom 5 (N): -0.194, atom 6 (C): -0.015, atom 7 (C): -0.169, atom 8 (N): -0.815, atom 9 (H): 0.412, atom 10 (H): 0.230, atom 11 (H): 0.221, atom 12 (H): 0.377, atom 13 (H): 0.348



No. 3
Below is a structure of composition C36H32F3N7O4PSnTe, with properties calculated with wB97M-V/def2-TZVPD.

The value obtained for the gap between HOMO and LUMO is 0.2442 hartree. The calculation puts the molar mass at 960.98 g/mol. The highest occupied orbital energy comes out at -9.39 eV. As for the net charge: +1.

Positions of all 85 atoms, in Å:
Sn1 0.99 0.57 -0.90
C1 -4.73 -0.27 0.55
N1 -3.29 -0.13 0.68
C2 -2.57 -0.45 1.80
C3 -1.26 -0.17 1.52
N2 -1.18 0.29 0.23
C4 -2.40 0.30 -0.25
P1 -2.86 0.97 -1.88
C5 -1.67 2.35 -1.85
N3 -0.39 2.35 -1.49
C6 0.08 3.61 -1.70
C7 -0.92 4.39 -2.19
N4 -2.02 3.59 -2.29
C8 -3.34 4.03 -2.73
C9 -2.08 -0.20 -3.00
N5 -0.79 -0.35 -3.21
C10 -0.67 -1.33 -4.15
C11 -1.92 -1.77 -4.52
N6 -2.81 -1.05 -3.79
C12 -4.26 -1.21 -3.84
H1 -5.22 0.29 1.35
H2 -5.01 -1.32 0.62
H3 -5.04 0.13 -0.41
H4 -3.04 -0.81 2.69
H5 -0.40 -0.25 2.14
H6 1.10 3.88 -1.48
H7 -0.95 5.43 -2.47
H8 -3.29 5.10 -2.91
H9 -4.08 3.83 -1.96
H10 -3.63 3.52 -3.65
H11 0.29 -1.66 -4.51
H12 -2.24 -2.53 -5.21
H13 -4.48 -2.10 -4.42
H14 -4.73 -0.35 -4.30
H15 -4.66 -1.35 -2.83
O1 4.88 3.40 -0.80
C13 4.00 2.40 -0.80
O2 2.92 2.46 -1.32
C14 4.52 1.21 -0.04
C15 5.78 1.19 0.55
C16 6.15 0.06 1.27
C17 5.24 -0.98 1.39
C18 4.01 -0.86 0.76
N7 3.67 0.20 0.05
C19 2.90 -1.90 0.86
O3 3.11 -2.99 1.59
O4 1.86 -1.74 0.28
H16 4.48 4.15 -1.29
H17 6.44 2.04 0.44
H18 7.12 0.00 1.73
H19 5.53 -1.85 1.96
H20 3.97 -3.00 2.02
C20 -0.38 -5.13 -2.74
Te1 0.91 -4.23 -1.30
C21 -0.83 -3.14 -0.75
C22 -2.00 -3.93 -1.27
C23 -3.28 -3.72 -0.78
C24 -4.35 -4.49 -1.23
C25 -4.13 -5.48 -2.18
C26 -2.85 -5.69 -2.67
C27 -1.78 -4.92 -2.23
H21 -0.15 -6.19 -2.89
H22 -0.24 -4.62 -3.69
H23 -0.78 -2.15 -1.20
H24 -0.86 -3.02 0.33
H25 -3.44 -2.96 -0.02
H26 -5.34 -4.33 -0.82
H27 -4.95 -6.10 -2.51
H28 -2.68 -6.47 -3.40
F1 4.18 2.66 8.00
C28 3.53 3.61 7.32
F2 2.50 4.02 8.08
F3 4.37 4.66 7.21
C29 3.07 3.13 5.97
C30 2.12 3.88 5.28
C31 1.68 3.46 4.03
C32 2.20 2.29 3.47
C33 3.16 1.56 4.17
C34 3.59 1.98 5.41
C35 1.75 1.85 2.17
C36 1.37 1.47 1.08
H29 1.72 4.78 5.71
H30 0.94 4.03 3.49
H31 3.56 0.65 3.73
H32 4.33 1.41 5.95

Atom-resolved charges from Mulliken, all expressed in e: atom 1 (Sn): 1.024, atom 2 (C): -0.889, atom 3 (N): 0.289, atom 4 (C): -1.100, atom 5 (C): -0.600, atom 6 (N): 0.766, atom 7 (C): -0.059, atom 8 (P): -0.495, atom 9 (C): -0.356, atom 10 (N): 0.466, atom 11 (C): -0.567, atom 12 (C): -0.690, atom 13 (N): 0.181, atom 14 (C): -0.828, atom 15 (C): -0.039, atom 16 (N): 0.052, atom 17 (C): -0.848, atom 18 (C): -0.324, atom 19 (N): 0.335, atom 20 (C): -0.844, atom 21 (H): 0.354, atom 22 (H): 0.329, atom 23 (H): 0.308, atom 24 (H): 0.496, atom 25 (H): 0.536, atom 26 (H): 0.486, atom 27 (H): 0.414, atom 28 (H): 0.319, atom 29 (H): 0.340, atom 30 (H): 0.310, atom 31 (H): 0.504, atom 32 (H): 0.517, atom 33 (H): 0.319, atom 34 (H): 0.337, atom 35 (H): 0.278, atom 36 (O): -0.463, atom 37 (C): -0.070, atom 38 (O): -0.398, atom 39 (C): 0.609, atom 40 (C): -0.559, atom 41 (C): -0.865, atom 42 (C): -0.733, atom 43 (C): 0.994, atom 44 (N): 0.147, atom 45 (C): 0.135, atom 46 (O): -0.449, atom 47 (O): -0.074, atom 48 (H): 0.380, atom 49 (H): 0.537, atom 50 (H): 0.468, atom 51 (H): 0.263, atom 52 (H): 0.277, atom 53 (C): -1.286, atom 54 (Te): 0.125, atom 55 (C): -0.342, atom 56 (C): 0.424, atom 57 (C): -0.340, atom 58 (C): -0.790, atom 59 (C): -0.564, atom 60 (C): -0.762, atom 61 (C): 0.590, atom 62 (H): 0.565, atom 63 (H): 0.338, atom 64 (H): -0.281, atom 65 (H): 0.628, atom 66 (H): 0.381, atom 67 (H): 0.449, atom 68 (H): 0.434, atom 69 (H): 0.467, atom 70 (F): -0.273, atom 71 (C): 0.844, atom 72 (F): -0.258, atom 73 (F): -0.249, atom 74 (C): 0.255, atom 75 (C): -0.875, atom 76 (C): -0.527, atom 77 (C): 0.324, atom 78 (C): -0.377, atom 79 (C): -0.687, atom 80 (C): 0.535, atom 81 (C): -1.023, atom 82 (H): 0.401, atom 83 (H): 0.488, atom 84 (H): 0.413, atom 85 (H): 0.452



No. 4
Below is a structure of composition C40H58CsN6O2P2S, with properties calculated with wB97M-V/def2-TZVPD.

The value obtained for the gap between HOMO and LUMO is 0.1612 hartree. The calculation puts the molar mass at 881.86 g/mol. The highest occupied orbital energy comes out at -2.52 eV. As for the net charge: -1.

Positions of all 110 atoms, in Å:
Cs1 0.04 -0.45 1.01
C1 -1.85 -1.89 -3.46
C2 -1.26 -3.17 -2.86
N1 -0.06 -2.97 -2.08
C3 1.22 -2.85 -2.75
C4 1.46 -1.61 -3.61
S1 1.23 -0.03 -2.72
C5 -0.20 0.69 -3.57
C6 -1.57 0.52 -2.92
N2 -1.82 -0.83 -2.46
H1 -2.86 -2.09 -3.85
H2 -1.25 -1.57 -4.32
H3 -1.06 -3.91 -3.65
H4 -2.02 -3.61 -2.20
H5 -0.19 -2.11 -1.55
H6 1.38 -3.74 -3.37
H7 1.99 -2.87 -1.97
H8 0.83 -1.59 -4.50
H9 2.50 -1.62 -3.95
H10 -0.18 0.33 -4.60
H11 0.01 1.76 -3.63
H12 -2.32 0.87 -3.65
H13 -1.62 1.16 -2.04
H14 -2.59 -0.88 -1.82
O1 -1.49 1.40 1.55
C7 -1.82 2.26 0.76
C8 -1.85 3.66 0.62
C9 -2.88 4.37 1.34
C10 -3.18 5.67 1.05
C11 -2.49 6.39 0.05
C12 -1.47 5.74 -0.62
C13 -1.11 4.41 -0.36
P1 0.14 3.53 -1.31
C14 1.77 4.04 -0.64
C15 1.92 4.97 0.38
C16 3.18 5.33 0.83
C17 4.32 4.78 0.25
C18 4.18 3.85 -0.78
C19 2.92 3.47 -1.21
C20 0.14 4.48 -2.89
C21 -0.97 4.28 -3.72
C22 -1.09 4.93 -4.93
C23 -0.08 5.79 -5.36
C24 1.03 5.99 -4.55
C25 1.13 5.35 -3.32
H15 -3.43 3.83 2.10
H16 -3.96 6.16 1.61
H17 -2.74 7.41 -0.18
H18 -0.91 6.28 -1.38
H19 1.03 5.40 0.83
H20 3.28 6.04 1.65
H21 5.30 5.06 0.60
H22 5.06 3.40 -1.22
H23 2.81 2.72 -1.98
H24 -1.77 3.62 -3.39
H25 -1.96 4.76 -5.56
H26 -0.16 6.30 -6.31
H27 1.81 6.67 -4.87
H28 2.01 5.52 -2.70
C26 3.20 1.31 1.93
N3 1.91 0.97 2.50
C27 1.24 2.18 2.96
C28 2.04 0.00 3.60
C29 2.82 -1.24 3.21
C30 4.06 -1.43 3.83
C31 4.87 -2.51 3.51
C32 4.41 -3.40 2.54
C33 3.17 -3.20 1.94
C34 2.30 -2.13 2.23
H29 3.88 1.78 2.67
H30 3.06 2.01 1.10
H31 3.69 0.41 1.55
H32 1.82 2.70 3.75
H33 0.25 1.95 3.34
H34 1.12 2.87 2.12
H35 1.02 -0.28 3.90
H36 2.52 0.49 4.47
H37 4.40 -0.72 4.58
H38 5.82 -2.66 3.99
H39 5.03 -4.26 2.26
H40 2.86 -3.94 1.20
C35 -4.59 -4.67 2.02
N4 -3.72 -3.72 1.37
C36 -4.27 -3.10 0.18
P2 -2.10 -3.55 1.68
O2 -1.65 -2.14 1.49
N5 -1.85 -4.05 3.24
C37 -1.18 -3.13 4.17
C38 -1.56 -5.45 3.51
N6 -1.32 -4.59 0.66
C39 0.13 -4.64 0.80
C40 -1.92 -5.69 -0.05
H41 -5.57 -4.21 2.19
H42 -4.19 -4.95 2.99
H43 -4.75 -5.58 1.43
H44 -5.19 -2.57 0.43
H45 -4.49 -3.83 -0.60
H46 -3.56 -2.36 -0.21
H47 -1.46 -2.11 3.94
H48 -0.09 -3.21 4.10
H49 -1.50 -3.36 5.19
H50 -1.93 -6.09 2.71
H51 -2.04 -5.76 4.44
H52 -0.48 -5.62 3.61
H53 0.48 -3.79 1.39
H54 0.60 -4.57 -0.19
H55 0.44 -5.57 1.29
H56 -2.99 -5.55 -0.16
H57 -1.75 -6.65 0.45
H58 -1.49 -5.76 -1.05

Results of the Mulliken charge analysis, in e, for atoms 1 through 99: atom 1 (Cs): 1.536, atom 2 (C): -0.943, atom 3 (C): -0.519, atom 4 (N): 0.673, atom 5 (C): -0.863, atom 6 (C): -0.918, atom 7 (S): 0.058, atom 8 (C): -0.540, atom 9 (C): -0.347, atom 10 (N): 0.447, atom 11 (H): 0.482, atom 12 (H): 0.289, atom 13 (H): 0.492, atom 14 (H): -0.120, atom 15 (H): -0.482, atom 16 (H): 0.593, atom 17 (H): 0.227, atom 18 (H): 0.277, atom 19 (H): 0.543, atom 20 (H): 0.676, atom 21 (H): 0.001, atom 22 (H): 0.086, atom 23 (H): 0.074, atom 24 (H): 0.100, atom 25 (O): -0.698, atom 26 (C): 0.032, atom 27 (C): 0.461, atom 28 (C): -1.020, atom 29 (C): -0.463, atom 30 (C): -0.931, atom 31 (C): 0.086, atom 32 (C): -0.258, atom 33 (P): 0.934, atom 34 (C): 0.414, atom 35 (C): -0.453, atom 36 (C): -0.602, atom 37 (C): -0.584, atom 38 (C): -0.617, atom 39 (C): -0.638, atom 40 (C): -0.061, atom 41 (C): -0.152, atom 42 (C): -0.749, atom 43 (C): -0.536, atom 44 (C): -0.637, atom 45 (C): -0.208, atom 46 (H): 0.431, atom 47 (H): 0.350, atom 48 (H): 0.396, atom 49 (H): 0.435, atom 50 (H): 0.372, atom 51 (H): 0.376, atom 52 (H): 0.344, atom 53 (H): 0.416, atom 54 (H): 0.263, atom 55 (H): 0.446, atom 56 (H): 0.396, atom 57 (H): 0.348, atom 58 (H): 0.398, atom 59 (H): 0.308, atom 60 (C): -0.270, atom 61 (N): 0.620, atom 62 (C): -0.811, atom 63 (C): -1.212, atom 64 (C): 0.089, atom 65 (C): -0.288, atom 66 (C): -0.704, atom 67 (C): -0.621, atom 68 (C): -0.875, atom 69 (C): 0.758, atom 70 (H): 0.289, atom 71 (H): -0.476, atom 72 (H): 0.313, atom 73 (H): 0.347, atom 74 (H): 0.243, atom 75 (H): -0.008, atom 76 (H): 0.336, atom 77 (H): 0.308, atom 78 (H): 0.266, atom 79 (H): 0.339, atom 80 (H): 0.352, atom 81 (H): 0.161, atom 82 (C): -1.038, atom 83 (N): 0.383, atom 84 (C): -0.855, atom 85 (P): -0.918, atom 86 (O): -0.588, atom 87 (N): 0.395, atom 88 (C): -0.913, atom 89 (C): -1.117, atom 90 (N): 1.609, atom 91 (C): -1.113, atom 92 (C): -1.298, atom 93 (H): 0.345, atom 94 (H): 0.290, atom 95 (H): 0.276, atom 96 (H): 0.406, atom 97 (H): 0.330, atom 98 (H): -0.068, atom 99 (H): 0.236



Energy above the lowest of the compared OMol25 structures with the same formula, charge and spin (eV)
4.9003; 2.8742; 0.5303; 0.8058